No. 1
58
Properties=species:S:1:pos:R:3 method="wB97M-V/def2-TZVPD" multiplicity=2 homo_lumo_gap_ev="7.3 / 6.3" total_charge=+1 s2=0.75
Ir 0.11 0.37 0.57
C 4.22 1.76 -0.74
C 3.08 2.73 -0.78
N 3.34 4.02 -0.75
C 2.34 4.91 -0.82
C 1.01 4.56 -0.95
C -0.04 5.61 -1.14
O -1.09 5.42 -0.18
C 0.71 3.18 -0.90
C -0.65 2.71 -1.04
N -1.11 1.60 -0.55
C -2.46 1.26 -0.81
C -3.49 2.19 -0.74
C -4.79 1.80 -1.04
C -5.06 0.49 -1.40
C -4.04 -0.45 -1.45
C -2.75 -0.05 -1.16
I -1.19 -1.44 -1.19
C 1.75 2.24 -0.82
O 1.50 0.95 -0.84
H 5.14 2.26 -1.03
H 4.03 0.92 -1.41
H 4.36 1.35 0.26
H 2.63 5.96 -0.81
H -0.45 5.54 -2.15
H 0.41 6.59 -1.03
H -1.70 6.16 -0.26
H -1.34 3.32 -1.61
H -3.28 3.21 -0.44
H -5.59 2.52 -0.98
H -6.07 0.18 -1.62
H -4.25 -1.48 -1.72
S -0.53 -4.51 0.60
S -1.79 -3.75 1.87
S -0.89 -2.19 2.95
S -1.47 -0.42 2.16
N 2.49 1.50 2.46
C 2.57 0.13 2.29
C 3.67 -0.51 2.87
C 3.90 -1.84 2.62
C 3.02 -2.52 1.78
C 1.94 -1.84 1.28
N 1.69 -0.54 1.54
C 1.43 2.37 2.37
C 1.58 3.67 2.84
C 0.48 4.48 2.94
C -0.77 3.96 2.60
C -0.84 2.70 2.07
N 0.26 1.93 1.90
H 3.31 1.90 2.89
H 4.34 0.06 3.50
H 4.75 -2.34 3.06
H 3.16 -3.57 1.54
H 1.23 -2.34 0.65
H 2.57 4.02 3.14
H 0.58 5.49 3.30
H -1.68 4.54 2.72
H -1.78 2.26 1.77



No. 2
58
Properties=species:S:1:pos:R:3 method="wB97M-V/def2-TZVPD" multiplicity=2 homo_lumo_gap_ev="5.3 / 4.3" total_charge=-1 s2=1.02
V -0.19 0.79 0.12
S -2.17 2.42 4.31
C -1.49 1.95 2.91
N -0.99 1.53 1.94
C -0.50 6.34 -0.17
C -1.50 5.91 -1.03
C -1.63 4.58 -1.37
C -0.75 3.60 -0.86
C 0.26 4.05 0.00
C 0.38 5.39 0.34
N -0.91 2.25 -1.13
C -1.37 1.86 -2.38
C -1.03 2.53 -3.57
C -1.45 2.06 -4.80
C -2.22 0.91 -4.91
C -2.55 0.23 -3.75
C -2.14 0.69 -2.51
H -0.40 7.38 0.10
H -2.20 6.63 -1.43
H -2.43 4.27 -2.03
H 0.97 3.33 0.40
H 1.17 5.69 1.02
H -0.42 3.42 -3.51
H -1.17 2.61 -5.70
H -2.54 0.55 -5.88
H -3.14 -0.68 -3.80
H -2.42 0.15 -1.61
N 4.73 -8.60 0.12
C 4.23 -7.59 0.37
C 3.62 -6.34 0.69
C 3.20 -5.48 -0.32
C 2.61 -4.27 -0.01
C 2.43 -3.91 1.33
C 2.85 -4.77 2.34
C 3.45 -5.97 2.03
N 1.82 -2.69 1.64
C 2.04 -1.92 2.77
C 1.29 -0.80 2.61
N 0.60 -0.87 1.42
C 0.93 -2.01 0.86
H 3.35 -5.76 -1.35
H 2.33 -3.59 -0.80
H 2.69 -4.50 3.37
H 3.78 -6.64 2.81
H 2.74 -2.20 3.54
H 1.20 0.07 3.25
H 0.56 -2.36 -0.08
O 2.88 1.07 -0.27
N 1.68 0.89 -0.34
O 1.18 0.00 -1.15
N -2.45 -1.07 2.57
C -2.76 -0.49 1.38
N -3.86 0.34 1.38
O -2.15 -0.76 0.34
H -2.70 -0.54 3.40
H -1.50 -1.42 2.58
H -4.03 0.83 2.24
H -3.91 0.92 0.56



No. 3
49
Properties=species:S:1:pos:R:3 method="wB97M-V/def2-TZVPD" homo_lumo_gap_ev=8.2 total_charge=0 smiles="Cc1cccc(N2C(=O)/C(=C/c3ccccc3O)S[C@]2(C)c2ccccc2)c1"
C 3.48 -0.58 -3.98
C 2.72 -1.57 -3.07
C 2.85 -2.91 -3.40
C 2.19 -3.89 -2.61
C 1.39 -3.41 -1.52
C 1.19 -2.02 -1.18
N 0.20 -1.63 -0.27
C -1.11 -1.39 -0.74
O -1.60 -1.81 -1.75
C -1.82 -0.44 0.11
C -3.06 0.18 -0.18
C -3.84 1.11 0.64
C -5.18 1.03 0.66
C -5.98 2.15 1.15
C -5.37 3.26 1.75
C -3.90 3.36 1.77
C -3.20 2.32 1.10
O -1.81 2.60 0.93
S -1.02 -0.53 1.58
C 0.52 -1.10 1.10
C 1.00 -2.44 1.92
C 1.46 0.13 1.31
C 1.40 1.31 0.55
C 2.05 2.59 0.92
C 2.84 2.60 2.07
C 3.06 1.48 2.76
C 2.37 0.29 2.38
C 1.93 -1.12 -2.01
H 4.30 -1.09 -4.45
H 3.89 0.21 -3.42
H 2.87 -0.27 -4.81
H 3.37 -3.11 -4.36
H 2.05 -4.98 -2.94
H 0.62 -4.07 -1.07
H -3.29 0.09 -1.17
H -5.55 0.20 0.10
H -7.07 2.11 1.21
H -5.98 4.02 2.26
H -3.48 4.28 2.30
H -1.28 1.77 0.70
H 0.40 -3.38 1.80
H 2.03 -2.67 1.62
H 0.94 -2.11 2.98
H 0.73 1.36 -0.38
H 1.78 3.58 0.52
H 3.20 3.61 2.24
H 3.58 1.48 3.65
H 2.50 -0.53 3.18
H 1.61 -0.11 -1.98



No. 4
62
Properties=species:S:1:pos:R:3 method="wB97M-V/def2-TZVPD" homo_lumo_gap_ev=6.6 total_charge=+3
Hf -0.74 0.29 -0.09
C -0.92 -0.76 -4.45
O -0.78 -2.03 -3.69
C -0.88 -1.72 -2.45
N -1.05 -0.48 -2.12
C -0.91 0.33 -3.35
C 0.35 1.17 -3.23
C 1.23 1.07 -2.15
C 2.36 1.87 -2.04
C 2.62 2.81 -3.03
C 1.76 2.92 -4.11
C 0.63 2.12 -4.21
C -0.67 -2.70 -1.36
C -0.60 -4.08 -1.46
C -0.31 -4.80 -0.30
C -0.08 -4.12 0.90
C -0.16 -2.74 0.89
N -0.47 -2.05 -0.21
C 0.17 -1.82 2.00
N 0.08 -0.54 1.83
C 0.72 0.09 3.03
C 0.89 -1.12 3.98
O 0.63 -2.29 3.11
C 2.02 0.75 2.64
C 2.39 1.95 3.25
C 3.60 2.55 2.94
C 4.45 1.97 2.01
C 4.09 0.78 1.39
C 2.88 0.17 1.71
H -1.85 -0.83 -4.99
H -0.08 -0.71 -5.14
H -1.77 1.00 -3.45
H 1.15 0.25 -1.41
H 3.02 1.76 -1.19
H 3.50 3.44 -2.96
H 1.96 3.65 -4.88
H -0.04 2.24 -5.05
H -0.75 -4.57 -2.41
H -0.25 -5.88 -0.33
H 0.18 -4.65 1.81
H 0.04 0.82 3.45
H 0.16 -1.16 4.79
H 1.90 -1.23 4.36
H 1.73 2.40 3.99
H 3.88 3.47 3.43
H 5.39 2.44 1.77
H 4.77 0.31 0.69
H 2.64 -0.78 1.25
N -4.31 1.99 2.77
N -3.97 1.11 1.79
N -4.88 0.38 1.16
C -4.13 -0.38 0.37
N -2.83 -0.12 0.56
N -2.75 0.84 1.49
H -5.33 2.06 2.81
H -3.83 2.87 2.65
H -4.53 -1.11 -0.31
F 0.06 2.09 1.04
B -0.24 3.41 0.70
F -1.43 1.91 -0.87
F -1.28 3.91 1.30
F 0.55 4.01 -0.12



The following energy above the lowest of the compared OMol25 structures with the same formula, charge and spin values (in kJ/mol) correspond, in order, to the records above: 0.00; 0.00; 324.32; 0.00.
The following F_max values (in eV/A) correspond, in order, to the records above: 0.89; 1.37; 5.44; 0.45.